Entry from the OMol25 dataset: C4H10AlO4 as an isolated structure (the ωB97M-V functional and the def2-TZVPD basis).

```
19
C4H10AlO4 (the ωB97M-V functional and the def2-TZVPD basis)
C -1.443 1.504 -2.861
C -1.937 0.718 -1.647
O -1.194 1.009 -0.502
Al 0.133 0.016 0.036
O 1.443 0.818 0.916
C 1.997 -0.177 1.733
C 0.962 -1.324 2.043
O 0.741 -1.414 3.469
O -0.217 -1.087 1.404
H -1.095 2.479 -2.518
H -2.229 1.660 -3.606
H -0.605 0.999 -3.345
H -2.992 0.970 -1.461
H -1.924 -0.356 -1.884
H 0.699 -0.866 -1.217
H 2.333 0.262 2.680
H 2.877 -0.651 1.264
H 1.404 -2.290 1.736
H 1.048 -2.271 3.759
```

The HOMO-LUMO gap is 8.773 eV. Its max |F| is 0.3 eV/Å. As for the total charge: -1.

Here are the Mulliken charges for atoms 1 to 8, given in e: atom 1 (C): -1.091, atom 2 (C): -0.116, atom 3 (O): -0.398, atom 4 (Al): 0.426, atom 5 (O): -0.505, atom 6 (C): -0.414, atom 7 (C): 0.281, atom 8 (O): -0.548

=====

Entry from the OMol25 dataset: C20H37N2O2P3Tc as an isolated structure in a non-equilibrium geometry (the ωB97M-V functional and the def2-TZVPD basis).

```
65
C20H37N2O2P3Tc (the ωB97M-V functional and the def2-TZVPD basis)
P -1.861 -2.061 -2.062
C -2.580 -3.514 -1.206
H -2.847 -4.299 -1.932
H -3.450 -3.190 -0.626
H -1.823 -3.888 -0.502
C -3.259 -1.426 -3.040
H -2.887 -0.699 -3.772
H -3.965 -0.908 -2.377
H -3.731 -2.277 -3.543
C -0.956 -2.918 -3.409
H -1.687 -3.434 -4.043
H -0.251 -3.627 -2.961
H -0.365 -2.217 -4.008
P 3.497 -0.605 0.087
C 3.546 -1.868 1.406
H 4.585 -2.191 1.600
H 2.934 -2.737 1.117
H 3.115 -1.419 2.312
C 4.417 -1.246 -1.356
H 4.628 -0.429 -2.062
H 3.850 -2.038 -1.864
H 5.366 -1.651 -0.970
C 4.623 0.754 0.592
H 5.666 0.415 0.497
H 4.409 0.995 1.640
H 4.485 1.662 -0.014
P -0.978 2.640 1.945
C -1.351 2.347 3.711
H -1.505 3.311 4.224
H -0.513 1.796 4.166
H -2.246 1.715 3.754
C -0.016 4.192 2.089
H -0.484 4.819 2.859
H 0.001 4.707 1.123
H 1.021 3.951 2.365
C -2.572 3.299 1.333
H -2.672 4.349 1.642
H -3.384 2.682 1.735
H -2.609 3.230 0.236
Tc 1.291 0.010 -0.256
C 0.808 -1.857 -0.244
O 0.541 -2.999 -0.154
C 1.224 0.346 1.626
O 1.223 0.517 2.790
C 1.601 2.329 -1.140
C 0.201 2.347 -1.138
C -0.517 1.379 -1.844
C 0.152 0.503 -2.709
C 1.552 0.465 -2.727
C 2.282 1.394 -1.952
H 2.150 3.046 -0.530
H -0.331 3.160 -0.645
H -1.611 1.347 -1.773
H -0.417 -0.093 -3.420
H 2.082 -0.252 -3.354
H 3.362 1.450 -2.048
N -2.655 -1.873 2.848
C -3.645 -1.194 2.149
C -2.980 -0.485 1.172
N -1.623 -0.718 1.266
C -1.450 -1.552 2.290
H -2.791 -2.490 3.648
H -4.699 -1.239 2.370
H -3.391 0.171 0.424
H -0.505 -1.937 2.664
```

The HOMO-LUMO gap (spin up / spin down) is 7.083 / 5.221 eV. Its max |F| is 5.3 eV/Å. Its spin multiplicity is 4. Its expectation value of S² is 3.7637. As for the total charge: +4. The energy above the lowest of the compared OMol25 structures with the same formula, charge and spin comes out at 48.59 kJ/mol.

Here are the Mulliken charges for atoms 1 to 8, given in e: atom 1 (P): 0.680, atom 2 (C): -1.118, atom 3 (H): 0.507, atom 4 (H): 0.394, atom 5 (H): 0.314, atom 6 (C): -1.318, atom 7 (H): 0.446, atom 8 (H): 0.383

=====

The DFT total energy results, record by record, are as follows: -19101.7541, -58438.2757 eV.